No. 1
Density functional theory data (the ωB97M-V functional and the def2-TZVPD basis) for a molecular structure, C9H12BiCl2N3O3S in a non-equilibrium geometry.

- 2S+1 = 1
- highest occupied orbital energy (alpha / beta) (eV) = -6.692 / -6.692
- E_LUMO (alpha / beta) (eV) = -0.632 / -0.632
- calculated total energy (a.u.) = -2273.21280

Atoms and positions in Å:
Bi (0.655, -2.002, -1.162)
N (3.255, -1.736, -0.953)
N (3.395, -1.401, 0.415)
C (2.351, -1.612, 1.395)
O (2.593, -1.311, 2.552)
O (1.155, -1.969, 0.935)
H (3.935, -2.451, -1.190)
H (3.488, -0.881, -1.478)
H (4.342, -1.328, 0.778)
Cl (-3.509, -2.015, -1.909)
C (-3.447, -1.158, -0.456)
C (-4.618, -0.717, 0.099)
C (-4.521, 0.214, 1.125)
C (-3.283, 0.697, 1.615)
C (-2.078, 0.213, 1.079)
Cl (-0.606, 0.616, 1.750)
C (-2.098, -0.734, -0.027)
N (-1.115, -1.020, -0.877)
H (-5.559, -1.064, -0.311)
H (-5.450, 0.613, 1.583)
H (-3.224, 1.450, 2.393)
C (2.784, 1.938, -0.168)
S (1.707, 1.674, -1.613)
C (0.044, 1.965, -1.060)
O (1.687, 0.120, -1.934)
H (2.911, 2.999, 0.034)
H (3.732, 1.471, -0.411)
H (2.388, 1.386, 0.690)
H (-0.411, 2.656, -1.762)
H (0.046, 2.337, -0.065)
H (-0.548, 1.050, -1.066)

Atomic partial charges in e from the Löwdin method, atoms 1 to 5: 1.713, -0.112, -0.038, -0.679, 0.047

=====

No. 2
Density functional theory data (the ωB97M-V functional and the def2-TZVPD basis) for 2 unconnected molecules or ions with the total composition C6H18N3P in a non-equilibrium geometry.

- ΔE to the lowest compared entry with this formula, charge and spin (kcal per mole) = 58.9
- 2S+1 = 1
- highest occupied orbital energy (alpha / beta) (eV) = -8.239 / -7.128
- E_LUMO (alpha / beta) (eV) = -0.212 / 0.284
- calculated total energy (a.u.) = -744.82804

Atoms and positions in Å:
C (0.725, -0.147, 2.270)
C (0.254, -2.440, -0.777)
C (1.094, 1.588, -1.423)
C (2.909, 0.861, 0.020)
C (-2.363, 1.144, 0.963)
C (-2.714, -0.485, -0.849)
N (1.183, -1.811, 0.177)
N (1.501, 0.905, -0.204)
N (-2.066, 0.618, -0.321)
P (0.533, -0.234, 0.567)
H (0.146, -0.878, 2.726)
H (0.795, 0.842, 2.785)
H (0.498, -3.434, -0.843)
H (-0.828, -2.447, -0.420)
H (0.247, -2.013, -1.784)
H (-0.018, 1.915, -1.497)
H (1.533, 2.588, -1.422)
H (1.606, 1.156, -2.302)
H (3.622, 0.270, -0.572)
H (3.219, 1.970, -0.059)
H (3.052, 0.650, 1.172)
H (-1.474, 1.029, 1.673)
H (-2.686, 2.199, 0.932)
H (-3.266, 0.789, 1.443)
H (-3.000, -1.342, -0.198)
H (-3.689, -0.112, -1.300)
H (-2.113, -0.851, -1.752)
H (1.299, -2.331, 0.995)

Atomic partial charges in e from the Löwdin method, atoms 1 to 5: -0.215, -0.201, -0.151, -0.176, -0.210

=====

No. 3
Density functional theory data (the ωB97M-V functional and the def2-TZVPD basis) for a molecular structure, C2H3FOS in a non-equilibrium geometry.

- ΔE to the lowest compared entry with this formula, charge and spin (kcal per mole) = 45.1
- 2S+1 = 1
- highest occupied orbital energy (eV) = -9.297
- E_LUMO (eV) = -0.706
- calculated total energy (a.u.) = -651.23091

Atoms and positions in Å:
C (-1.818, 0.204, -0.303)
C (1.303, -0.166, 0.275)
O (-2.857, -0.056, 0.162)
F (-1.447, 1.305, -0.900)
S (0.050, -1.246, -0.443)
H (1.848, 0.283, -0.442)
H (2.087, -0.825, 0.653)
H (0.835, 0.501, 0.997)

Atomic partial charges in e from the Löwdin method, atoms 1 to 5: -0.488, -0.490, 0.144, 0.102, 0.687

=====

No. 4
Density functional theory data (the ωB97M-V functional and the def2-TZVPD basis) for 11 unconnected molecules or ions with the total composition C18H58N8O16 in a non-equilibrium geometry.

- 2S+1 = 1
- highest occupied orbital energy (eV) = -9.406
- E_LUMO (eV) = 0.502
- calculated total energy (a.u.) = -2362.59175

Atoms and positions in Å:
N (-15.510, -9.646, 5.098)
C (-14.308, -10.290, 4.783)
N (-14.465, -11.636, 4.704)
O (-13.219, -9.735, 4.641)
H (-16.299, -10.198, 5.348)
H (-15.514, -8.771, 5.551)
H (-15.396, -11.977, 4.706)
H (-13.736, -12.108, 4.191)
N (-15.313, -13.510, 1.934)
C (-16.483, -12.869, 2.248)
N (-17.152, -12.413, 1.133)
O (-16.950, -12.784, 3.399)
H (-14.600, -13.661, 2.677)
H (-14.874, -13.027, 1.133)
H (-17.966, -11.798, 1.217)
H (-16.863, -12.629, 0.180)
N (-12.208, -15.070, 5.910)
C (-12.832, -14.978, 4.670)
N (-12.978, -16.294, 4.235)
O (-13.061, -14.021, 3.999)
H (-12.415, -15.696, 6.685)
H (-12.051, -14.164, 6.317)
H (-12.744, -17.057, 4.846)
H (-13.646, -16.417, 3.453)
N (-19.131, -10.689, 7.262)
C (-18.944, -10.875, 5.893)
N (-18.982, -12.163, 5.552)
O (-18.666, -10.005, 5.108)
H (-19.116, -9.736, 7.542)
H (-19.886, -11.197, 7.689)
H (-18.638, -12.360, 4.635)
H (-19.044, -12.901, 6.273)
O (-19.734, -11.489, 0.347)
C (-20.299, -12.785, 0.528)
C (-20.598, -13.045, 2.023)
O (-21.373, -11.974, 2.552)
H (-20.404, -10.845, 0.685)
H (-21.261, -12.854, 0.065)
H (-19.698, -13.612, 0.135)
H (-19.628, -13.018, 2.514)
H (-20.926, -14.027, 2.208)
H (-22.301, -12.082, 2.328)
O (-12.061, -9.759, 1.472)
C (-13.052, -10.548, 0.838)
C (-13.644, -9.991, -0.462)
O (-12.633, -9.842, -1.440)
H (-12.299, -9.567, 2.370)
H (-12.536, -11.468, 0.643)
H (-13.856, -10.849, 1.522)
H (-14.276, -9.084, -0.256)
H (-14.372, -10.700, -0.949)
H (-11.961, -9.276, -1.051)
O (-12.011, -14.234, -2.921)
C (-12.868, -13.046, -3.058)
C (-14.251, -13.300, -2.580)
O (-14.360, -13.546, -1.209)
H (-11.216, -14.065, -3.431)
H (-12.413, -12.247, -2.495)
H (-12.858, -12.779, -4.143)
H (-14.766, -14.108, -3.110)
H (-14.888, -12.430, -2.732)
H (-14.027, -14.455, -1.148)
O (-18.722, -9.099, -1.226)
C (-17.281, -9.018, -1.226)
C (-16.721, -9.606, -2.485)
O (-16.916, -11.080, -2.700)
H (-18.950, -9.905, -0.733)
H (-16.936, -7.970, -1.262)
H (-16.857, -9.506, -0.342)
H (-15.617, -9.477, -2.560)
H (-17.208, -9.093, -3.303)
H (-17.860, -11.106, -2.658)
O (-20.846, -9.217, 0.564)
C (-20.764, -8.561, 1.831)
C (-19.285, -8.348, 2.036)
O (-19.128, -7.636, 3.261)
H (-20.388, -8.705, -0.115)
H (-21.386, -7.617, 1.836)
H (-21.163, -9.270, 2.528)
H (-18.859, -7.744, 1.225)
H (-18.749, -9.320, 2.107)
H (-19.051, -8.265, 3.978)
C (-15.536, -18.904, 2.505)
C (-15.603, -17.807, 1.468)
O (-15.209, -16.581, 1.990)
H (-15.911, -19.878, 2.084)
H (-16.123, -18.665, 3.397)
H (-14.464, -19.130, 2.778)
H (-16.619, -17.788, 1.048)
H (-14.981, -18.103, 0.604)
H (-15.360, -15.813, 1.417)
C (-11.915, -15.061, 0.442)
C (-12.465, -16.314, -0.248)
O (-13.272, -15.953, -1.380)
H (-11.337, -15.326, 1.325)
H (-12.724, -14.435, 0.734)
H (-11.336, -14.477, -0.331)
H (-13.187, -16.812, 0.396)
H (-11.702, -17.084, -0.478)
H (-12.700, -15.439, -1.976)

Atomic partial charges in e from the Löwdin method, atoms 1 to 5: 0.169, -0.639, 0.168, 0.006, 0.051

=====

No. 5
Density functional theory data (the ωB97M-V functional and the def2-TZVPD basis) for C3H3ClS in the gas phase in a non-equilibrium geometry.

- ΔE to the lowest compared entry with this formula, charge and spin (kcal per mole) = 36.6
- 2S+1 = 1
- highest occupied orbital energy (eV) = -8.132
- E_LUMO (eV) = 0.639
- calculated total energy (a.u.) = -974.38540

Atoms and positions in Å:
C (-0.199, -0.509, -0.160)
S (1.355, -1.519, -0.189)
C (2.527, -0.402, 0.009)
C (3.703, 0.094, 0.061)
Cl (5.196, 0.693, 0.041)
H (-0.792, -0.978, 0.586)
H (-0.731, -0.851, -1.084)
H (-0.140, 0.556, -0.013)

Atomic partial charges in e from the Löwdin method, atoms 1 to 5: -0.351, 0.853, -0.585, -0.714, 0.714

=====

No. 6
Density functional theory data (the ωB97M-V functional and the def2-TZVPD basis) for a molecular structure, C26H32Br2ClInN2O5PS2 in a non-equilibrium geometry.

- ΔE to the lowest compared entry with this formula, charge and spin (kcal per mole) = 8.6
- total charge = -1
- 2S+1 = 1
- highest occupied orbital energy (eV) = -5.365
- E_LUMO (eV) = 2.101
- calculated total energy (a.u.) = -8432.07838

Atoms and positions in Å:
In (0.206, -0.538, 0.488)
C (-3.186, 0.800, 1.117)
C (-2.264, 1.224, 2.204)
C (-2.761, 2.039, 3.245)
C (-1.960, 2.362, 4.300)
C (-0.634, 1.886, 4.339)
C (0.256, 2.080, 5.409)
Br (-0.297, 3.061, 6.952)
C (1.526, 1.559, 5.387)
C (1.957, 0.871, 4.266)
Br (3.698, 0.114, 4.234)
C (1.169, 0.674, 3.121)
O (1.628, 0.096, 2.092)
C (-0.191, 1.146, 3.210)
N (-1.014, 0.829, 2.198)
H (-4.081, 0.343, 1.541)
H (-2.693, 0.090, 0.461)
H (-3.503, 1.668, 0.537)
H (-3.781, 2.386, 3.192)
H (-2.329, 2.973, 5.112)
H (2.187, 1.676, 6.233)
N (-0.237, -2.206, 2.364)
C (-1.351, -3.121, 2.141)
C (-1.256, -3.743, 0.751)
C (-1.767, -2.832, -0.382)
O (-2.342, -3.334, -1.336)
O (-1.555, -1.578, -0.265)
H (0.643, -2.714, 2.270)
H (-0.267, -1.821, 3.307)
H (-2.279, -2.547, 2.230)
H (-1.369, -3.924, 2.901)
H (-1.813, -4.680, 0.701)
H (-0.202, -3.937, 0.526)
Cl (-4.563, 4.807, -1.556)
C (-3.218, 3.711, -1.433)
C (-2.069, 4.104, -0.765)
C (-1.018, 3.214, -0.659)
C (-1.082, 1.937, -1.226)
C (0.068, 1.045, -1.170)
C (-2.251, 1.576, -1.906)
C (-3.314, 2.451, -2.008)
H (-1.986, 5.098, -0.350)
H (-0.114, 3.504, -0.138)
H (0.995, 1.590, -1.041)
H (0.114, 0.399, -2.044)
H (-2.329, 0.582, -2.326)
H (-4.216, 2.176, -2.537)
C (0.275, -2.305, -4.259)
C (0.858, -2.735, -2.919)
C (0.876, -4.248, -2.746)
O (2.192, -2.227, -2.848)
P (2.986, -1.788, -1.512)
S (4.860, -2.258, -1.788)
S (1.972, -2.437, 0.114)
O (2.755, -0.181, -1.398)
C (3.581, 0.695, -2.166)
C (2.928, 0.986, -3.512)
C (3.811, 1.966, -1.360)
H (-0.767, -2.608, -4.305)
H (0.823, -2.768, -5.080)
H (0.332, -1.223, -4.366)
H (0.258, -2.296, -2.114)
H (1.394, -4.720, -3.578)
H (-0.144, -4.615, -2.689)
H (1.394, -4.505, -1.823)
H (4.541, 0.180, -2.327)
H (1.984, 1.511, -3.363)
H (2.739, 0.051, -4.032)
H (3.590, 1.595, -4.123)
H (2.886, 2.536, -1.272)
H (4.555, 2.586, -1.853)
H (4.169, 1.710, -0.367)

Atomic partial charges in e from the Löwdin method, atoms 1 to 5: 0.749, -0.007, -0.292, -0.004, -0.026

=====

> Which of these has the lowest calculated total energy?

C26H32Br2ClInN2O5PS2

=====

> calculated total energy of number 1 (C9H12BiCl2N3O3S)?

-2273.21280 a.u.